DFT (the ωB97M-V functional and the def2-TZVPD basis) results for the molecule C25H32N2O7.

Its SMILES is CCOC(=O)c1c(C)[nH]c(C)c1C(=O)COC(=O)[C@@H](NC(=O)c1ccccc1OCC)C(C)C. Its spin multiplicity is 1. The value obtained for the largest force on an atom is 0.0169 hartree/bohr. The energy above the lowest of the compared OMol25 structures with the same formula, charge and spin comes out at 0.00 kJ/mol. For the molecular weight, the calculation gives 472.5 g/mol.

Positions of all 66 atoms, in Å:
C (-3.5876, -1.0987, -3.6644)
C (-4.1190, -1.8986, -2.4832)
O (-3.2950, -1.7268, -1.3335)
C (-2.2400, -2.5580, -1.2167)
O (-2.0048, -3.4354, -2.0149)
C (-1.4528, -2.2757, -0.0178)
C (-1.9049, -1.7643, 1.1812)
C (-3.2396, -1.2940, 1.6220)
N (-0.8518, -1.7456, 2.0403)
C (0.2738, -2.2182, 1.4471)
C (1.5829, -2.2350, 2.1420)
C (-0.0538, -2.5709, 0.1509)
C (0.9256, -2.9644, -0.8538)
O (1.9085, -3.6325, -0.6228)
C (0.6863, -2.3994, -2.2588)
O (-0.0395, -1.1723, -2.2184)
C (0.4885, -0.2250, -1.4486)
O (1.5901, -0.2817, -0.9619)
C (-0.4719, 0.9389, -1.2223)
N (0.1105, 1.8272, -0.2475)
C (-0.1744, 1.7120, 1.0673)
O (-1.1367, 1.0822, 1.4830)
C (0.7300, 2.4280, 2.0173)
C (0.2306, 2.6062, 3.3063)
C (0.9909, 3.1611, 4.3143)
C (2.2958, 3.5358, 4.0430)
C (2.8175, 3.3676, 2.7750)
C (2.0493, 2.8317, 1.7434)
O (2.5241, 2.7298, 0.4649)
C (3.8853, 2.3852, 0.2451)
C (4.2074, 0.9920, 0.7667)
C (-0.8127, 1.6530, -2.5427)
C (-1.9167, 2.6794, -2.3082)
C (0.4242, 2.3118, -3.1509)
H (-3.5568, -0.0401, -3.4183)
H (-2.5829, -1.4341, -3.9101)
H (-4.2317, -1.2459, -4.5268)
H (-4.1586, -2.9636, -2.7356)
H (-5.1108, -1.5491, -2.1862)
H (-3.5122, -1.7518, 2.5725)
H (-3.1995, -0.2135, 1.7566)
H (-3.9913, -1.5283, 0.8768)
H (-0.8881, -1.3305, 2.9578)
H (1.5696, -2.9482, 2.9664)
H (2.3585, -2.5325, 1.4428)
H (1.8130, -1.2475, 2.5428)
H (1.6571, -2.2594, -2.7446)
H (0.0689, -3.0941, -2.8310)
H (-1.3871, 0.5208, -0.7837)
H (1.0208, 2.2015, -0.4812)
H (-0.7828, 2.2816, 3.4915)
H (0.5771, 3.2937, 5.3019)
H (2.9136, 3.9639, 4.8184)
H (3.8347, 3.6717, 2.5824)
H (4.5559, 3.1383, 0.6756)
H (3.9887, 2.4153, -0.8423)
H (3.5179, 0.2740, 0.3288)
H (4.1124, 0.9581, 1.8505)
H (5.2237, 0.7233, 0.4939)
H (-1.1755, 0.8826, -3.2300)
H (-1.5881, 3.4254, -1.5884)
H (-2.8099, 2.1984, -1.9172)
H (-2.1703, 3.1820, -3.2386)
H (1.2383, 1.5959, -3.2415)
H (0.1924, 2.6937, -4.1425)
H (0.7588, 3.1451, -2.5373)

Atom-resolved charges from Löwdin, all expressed in e: atom 1 (C): -0.0517, atom 2 (C): -0.2102, atom 3 (O): -0.0155, atom 4 (C): -0.4338, atom 5 (O): 0.1104, atom 6 (C): -0.0408, atom 7 (C): -0.2359, atom 8 (C): -0.0013, atom 9 (N): 0.1450, atom 10 (C): -0.2195, atom 11 (C): 0.0059, atom 12 (C): -0.0587, atom 13 (C): -0.3236, atom 14 (O): 0.1043, atom 15 (C): -0.0530, atom 16 (O): 0.0159, atom 17 (C): -0.4313, atom 18 (O): 0.1438, atom 19 (C): -0.1767, atom 20 (N): 0.1468, atom 21 (C): -0.3913, atom 22 (O): 0.0519, atom 23 (C): -0.0403, atom 24 (C): -0.0174, atom 25 (C): -0.0797, atom 26 (C): -0.0715, atom 27 (C): -0.0129, atom 28 (C): -0.2063, atom 29 (O): -0.0867, atom 30 (C): -0.2191, atom 31 (C): -0.0493, atom 32 (C): -0.3609, atom 33 (C): -0.0581, atom 34 (C): -0.0458, atom 35 (H): 0.0664, atom 36 (H): 0.0751, atom 37 (H): 0.0785, atom 38 (H): 0.1218, atom 39 (H): 0.1243, atom 40 (H): 0.0849, atom 41 (H): 0.0758, atom 42 (H): 0.0746, atom 43 (H): 0.1721, atom 44 (H): 0.0877, atom 45 (H): 0.0770, atom 46 (H): 0.0798, atom 47 (H): 0.1435, atom 48 (H): 0.1316, atom 49 (H): 0.1575, atom 50 (H): 0.1171, atom 51 (H): 0.1162, atom 52 (H): 0.1023, atom 53 (H): 0.1065, atom 54 (H): 0.1111, atom 55 (H): 0.1104, atom 56 (H): 0.1268, atom 57 (H): 0.0594, atom 58 (H): 0.0744, atom 59 (H): 0.0811, atom 60 (H): 0.1273, atom 61 (H): 0.0803, atom 62 (H): 0.0771, atom 63 (H): 0.0794, atom 64 (H): 0.0824, atom 65 (H): 0.0832, atom 66 (H): 0.0816

DFT (the ωB97M-V functional and the def2-TZVPD basis) results for the molecule C25H32N2O7S2 in a non-equilibrium geometry.

Its SMILES is COc1cccc(CSc2ccc(S(=O)(=O)N3CCOCC3)cc2C(=O)NC[C@@H]2CCCO2)c1OC. Its spin multiplicity is 1. The value obtained for the largest force on an atom is 0.0206 hartree/bohr. The energy above the lowest of the compared OMol25 structures with the same formula, charge and spin comes out at 39.75 kJ/mol. For the molecular weight, the calculation gives 536.7 g/mol.

Positions of all 68 atoms, in Å:
C (-3.9601, -0.2199, 2.6170)
O (-3.8506, -0.9476, 1.4140)
C (-2.8082, -1.8197, 1.2561)
C (-1.9033, -2.1114, 2.2691)
C (-0.8565, -2.9928, 2.0669)
C (-0.6762, -3.5688, 0.8288)
C (-1.5571, -3.2874, -0.2073)
C (-1.2721, -3.7966, -1.5792)
S (0.0745, -2.7847, -2.3570)
C (-0.3926, -1.2151, -1.6417)
C (-1.4736, -0.5478, -2.1989)
C (-1.9922, 0.5755, -1.5799)
C (-1.4442, 0.9873, -0.3826)
S (-2.1049, 2.4154, 0.4649)
O (-3.4331, 2.6671, -0.0143)
O (-1.9070, 2.2290, 1.8733)
N (-1.1900, 3.7477, 0.0433)
C (0.1883, 3.7412, 0.4721)
C (1.1105, 3.1853, -0.6418)
O (0.3447, 2.6599, -1.7038)
C (-0.4633, 3.6434, -2.3080)
C (-1.4097, 4.2968, -1.2707)
C (-0.3667, 0.3389, 0.1756)
C (0.2057, -0.7495, -0.4709)
C (1.4587, -1.2753, 0.1535)
O (1.6182, -1.2982, 1.3589)
N (2.4136, -1.6535, -0.7270)
C (3.7840, -1.7620, -0.3031)
C (4.5170, -0.4120, -0.5016)
C (5.8337, -0.3700, 0.2813)
C (5.3830, 0.1184, 1.6638)
C (4.0119, 0.7708, 1.3970)
O (3.7593, 0.6651, 0.0027)
C (-2.6496, -2.4342, -0.0001)
O (-3.4525, -2.2570, -1.0966)
C (-4.6968, -1.5987, -1.0065)
H (-4.1151, -0.8831, 3.4742)
H (-4.8374, 0.4112, 2.4839)
H (-3.0885, 0.4190, 2.7803)
H (-2.0057, -1.6325, 3.2283)
H (-0.1675, -3.1976, 2.8696)
H (0.1610, -4.2244, 0.6430)
H (-2.1435, -3.7356, -2.2261)
H (-0.8691, -4.8076, -1.5710)
H (-1.9124, -0.9264, -3.1092)
H (-2.8320, 1.1135, -1.9906)
H (0.4722, 4.7674, 0.7308)
H (0.2250, 3.1340, 1.3752)
H (1.7315, 2.3596, -0.2901)
H (1.7653, 3.9821, -1.0258)
H (-1.0199, 3.1216, -3.0877)
H (0.1752, 4.4078, -2.7773)
H (-1.2433, 5.3782, -1.2210)
H (-2.4575, 4.1136, -1.5057)
H (0.0363, 0.6613, 1.1225)
H (2.2432, -1.5153, -1.7111)
H (3.7661, -2.0210, 0.7572)
H (4.2901, -2.5462, -0.8695)
H (4.6437, -0.2248, -1.5731)
H (6.3215, -1.3414, 0.3140)
H (6.5106, 0.3499, -0.1786)
H (6.0889, 0.8296, 2.0875)
H (5.2786, -0.7136, 2.3580)
H (3.9936, 1.8354, 1.6432)
H (3.2160, 0.2621, 1.9534)
H (-4.5810, -0.5340, -0.7959)
H (-5.1525, -1.7317, -1.9888)
H (-5.3364, -2.0508, -0.2465)

Atom-resolved charges from Löwdin, all expressed in e: atom 1 (C): -0.0684, atom 2 (O): -0.1131, atom 3 (C): -0.1894, atom 4 (C): -0.0060, atom 5 (C): -0.0753, atom 6 (C): -0.0577, atom 7 (C): -0.2349, atom 8 (C): -0.3464, atom 9 (S): 0.9553, atom 10 (C): -0.4528, atom 11 (C): -0.0650, atom 12 (C): -0.0434, atom 13 (C): -0.2437, atom 14 (S): 0.6863, atom 15 (O): -0.2797, atom 16 (O): -0.2802, atom 17 (N): -0.2285, atom 18 (C): -0.1469, atom 19 (C): -0.1577, atom 20 (O): -0.1573, atom 21 (C): -0.1670, atom 22 (C): -0.1497, atom 23 (C): 0.0091, atom 24 (C): -0.1167, atom 25 (C): -0.4568, atom 26 (O): 0.0611, atom 27 (N): 0.0673, atom 28 (C): -0.1087, atom 29 (C): -0.3201, atom 30 (C): -0.1230, atom 31 (C): -0.1378, atom 32 (C): -0.1827, atom 33 (O): -0.1134, atom 34 (C): -0.1587, atom 35 (O): -0.1019, atom 36 (C): -0.0588, atom 37 (H): 0.0960, atom 38 (H): 0.1018, atom 39 (H): 0.0748, atom 40 (H): 0.1083, atom 41 (H): 0.1093, atom 42 (H): 0.1221, atom 43 (H): 0.0777, atom 44 (H): 0.0804, atom 45 (H): 0.1183, atom 46 (H): 0.1223, atom 47 (H): 0.1277, atom 48 (H): 0.1086, atom 49 (H): 0.1105, atom 50 (H): 0.1250, atom 51 (H): 0.1221, atom 52 (H): 0.1218, atom 53 (H): 0.1277, atom 54 (H): 0.1102, atom 55 (H): 0.1332, atom 56 (H): 0.1084, atom 57 (H): 0.1286, atom 58 (H): 0.1305, atom 59 (H): 0.1500, atom 60 (H): 0.1131, atom 61 (H): 0.1136, atom 62 (H): 0.1053, atom 63 (H): 0.1086, atom 64 (H): 0.1187, atom 65 (H): 0.1039, atom 66 (H): 0.0865, atom 67 (H): 0.0969, atom 68 (H): 0.1006

DFT (the ωB97M-V functional and the def2-TZVPD basis) results for the molecule C25H32N4O.

Its SMILES is Cc1ccc(CN2CCN(Cc3ccc(-n4cccn4)cc3C)C[C@H]2CCO)cc1. Its spin multiplicity is 1. The value obtained for the largest force on an atom is 0.0192 hartree/bohr. The energy above the lowest of the compared OMol25 structures with the same formula, charge and spin comes out at 205.86 kJ/mol. For the molecular weight, the calculation gives 404.6 g/mol.

Positions of all 62 atoms, in Å:
C (-3.0445, -2.4831, 0.5580)
C (-1.5578, -2.3284, 0.4723)
C (-0.7886, -2.2565, 1.6273)
C (0.5888, -2.1690, 1.5576)
C (1.2408, -2.1434, 0.3302)
C (2.7474, -2.0314, 0.2590)
N (3.3263, -0.6961, 0.1980)
C (3.0720, 0.1617, 1.3364)
C (1.7801, 0.9814, 1.2370)
N (1.7878, 1.7437, 0.0026)
C (0.6900, 2.6981, -0.0996)
C (-0.6971, 2.0955, -0.1798)
C (-1.1366, 1.6209, -1.4133)
C (-2.3642, 1.0138, -1.5688)
C (-3.2034, 0.8843, -0.4692)
N (-4.4566, 0.2883, -0.6380)
C (-5.5362, 0.3451, 0.1790)
C (-6.5307, -0.3896, -0.4158)
C (-5.9542, -0.8620, -1.6053)
N (-4.7130, -0.4445, -1.7249)
C (-2.7853, 1.3653, 0.7639)
C (-1.5464, 1.9719, 0.9248)
C (-1.1906, 2.5000, 2.2845)
C (1.8855, 0.8466, -1.1336)
C (3.1842, 0.0273, -1.0553)
C (4.3901, 0.9589, -1.2864)
C (5.7306, 0.3162, -0.9085)
O (5.8969, -0.9769, -1.4350)
C (0.4708, -2.2186, -0.8239)
C (-0.9084, -2.3026, -0.7541)
H (-3.2939, -3.5020, 0.8567)
H (-3.5107, -2.2874, -0.4038)
H (-3.4627, -1.8082, 1.3029)
H (-1.2750, -2.2799, 2.5926)
H (1.1669, -2.1275, 2.4708)
H (3.1783, -2.5126, 1.1448)
H (3.0996, -2.5762, -0.6236)
H (3.9097, 0.8617, 1.4146)
H (3.0527, -0.4485, 2.2414)
H (0.9023, 0.3175, 1.2995)
H (1.7544, 1.6840, 2.0741)
H (0.7746, 3.3673, 0.7589)
H (0.8719, 3.2849, -1.0059)
H (-0.5067, 1.7502, -2.2806)
H (-2.6948, 0.6464, -2.5265)
H (-5.5394, 0.9044, 1.0916)
H (-7.5237, -0.5621, -0.0553)
H (-6.3928, -1.4809, -2.3626)
H (-3.4288, 1.2691, 1.6256)
H (-0.4083, 1.8998, 2.7443)
H (-0.8378, 3.5279, 2.2235)
H (-2.0603, 2.4773, 2.9368)
H (1.0247, 0.1607, -1.1813)
H (1.9063, 1.4472, -2.0465)
H (3.1659, -0.7130, -1.8630)
H (4.4042, 1.2245, -2.3444)
H (4.2582, 1.8720, -0.7070)
H (6.5500, 0.9132, -1.3170)
H (5.8338, 0.2891, 0.1840)
H (5.2364, -1.5357, -1.0098)
H (0.9558, -2.2236, -1.7906)
H (-1.4889, -2.3565, -1.6637)

Atom-resolved charges from Löwdin, all expressed in e: atom 1 (C): -0.0469, atom 2 (C): -0.2748, atom 3 (C): -0.0393, atom 4 (C): -0.0561, atom 5 (C): -0.2209, atom 6 (C): -0.1338, atom 7 (N): -0.1348, atom 8 (C): -0.1389, atom 9 (C): -0.1595, atom 10 (N): -0.1389, atom 11 (C): -0.1332, atom 12 (C): -0.1608, atom 13 (C): -0.0325, atom 14 (C): -0.0073, atom 15 (C): -0.1924, atom 16 (N): -0.1091, atom 17 (C): -0.0649, atom 18 (C): -0.0612, atom 19 (C): -0.1510, atom 20 (N): 0.0744, atom 21 (C): 0.0201, atom 22 (C): -0.2116, atom 23 (C): -0.0360, atom 24 (C): -0.1433, atom 25 (C): -0.2895, atom 26 (C): -0.1289, atom 27 (C): -0.2671, atom 28 (O): -0.0634, atom 29 (C): -0.0488, atom 30 (C): -0.0338, atom 31 (H): 0.0866, atom 32 (H): 0.0586, atom 33 (H): 0.0751, atom 34 (H): 0.1132, atom 35 (H): 0.1122, atom 36 (H): 0.1262, atom 37 (H): 0.1232, atom 38 (H): 0.1171, atom 39 (H): 0.1214, atom 40 (H): 0.1104, atom 41 (H): 0.1210, atom 42 (H): 0.1136, atom 43 (H): 0.1278, atom 44 (H): 0.1120, atom 45 (H): 0.1058, atom 46 (H): 0.1130, atom 47 (H): 0.0885, atom 48 (H): 0.0995, atom 49 (H): 0.1069, atom 50 (H): 0.0702, atom 51 (H): 0.0825, atom 52 (H): 0.0769, atom 53 (H): 0.1019, atom 54 (H): 0.1289, atom 55 (H): 0.1460, atom 56 (H): 0.1177, atom 57 (H): 0.1101, atom 58 (H): 0.1170, atom 59 (H): 0.1078, atom 60 (H): 0.0627, atom 61 (H): 0.1158, atom 62 (H): 0.1148

DFT (the ωB97M-V functional and the def2-TZVPD basis) results for the molecule C25H32N4O2.

Its SMILES is Cc1ccc(OCC(=O)Nc2ccc3c(c2)nc(CCN2CCC(C)CC2)n3C)cc1. Its spin multiplicity is 1. The value obtained for the largest force on an atom is 0.0159 hartree/bohr. The energy above the lowest of the compared OMol25 structures with the same formula, charge and spin comes out at 89.05 kJ/mol. For the molecular weight, the calculation gives 420.6 g/mol.

Positions of all 63 atoms, in Å:
C (-5.6090, -4.4952, 4.6135)
C (-4.8429, -3.2456, 4.9266)
C (-3.6730, -3.3074, 5.6781)
C (-2.9648, -2.1655, 5.9844)
C (-3.4133, -0.9223, 5.5425)
O (-2.6320, 0.1537, 5.8928)
C (-3.1212, 1.4443, 5.6178)
C (-3.1028, 1.8273, 4.1284)
O (-3.8455, 2.6816, 3.6936)
N (-2.1737, 1.1327, 3.4382)
C (-1.8442, 1.1759, 2.0755)
C (-2.4780, 2.0672, 1.1983)
C (-2.1472, 2.1089, -0.1401)
C (-1.1657, 1.2403, -0.5867)
C (-0.5196, 0.3380, 0.2898)
C (-0.8613, 0.3023, 1.6339)
N (0.4008, -0.3927, -0.4145)
C (0.3272, 0.0280, -1.6460)
C (1.1831, -0.4867, -2.7444)
C (2.3267, 0.4958, -3.0621)
N (2.8627, 0.2395, -4.3853)
C (3.7088, -0.9377, -4.4745)
C (5.1061, -0.7433, -3.8727)
C (5.8063, 0.4519, -4.5217)
C (7.1721, 0.7032, -3.8899)
C (4.9034, 1.6807, -4.4005)
C (3.5236, 1.3774, -4.9955)
N (-0.6034, 1.0195, -1.8213)
C (-0.9635, 1.7187, -3.0216)
C (-4.5732, -0.8461, 4.7855)
C (-5.2745, -2.0039, 4.4886)
H (-4.9527, -5.2472, 4.1785)
H (-6.4174, -4.2912, 3.9163)
H (-6.0365, -4.9137, 5.5246)
H (-3.3155, -4.2648, 6.0284)
H (-2.0589, -2.2094, 6.5688)
H (-4.1363, 1.5884, 6.0058)
H (-2.4506, 2.1286, 6.1483)
H (-1.6477, 0.4538, 3.9770)
H (-3.2347, 2.7264, 1.5879)
H (-2.6403, 2.7998, -0.8067)
H (-0.3736, -0.3863, 2.3063)
H (1.5865, -1.4450, -2.4209)
H (0.5963, -0.6434, -3.6518)
H (1.9296, 1.5144, -3.0621)
H (3.0740, 0.4337, -2.2581)
H (3.2010, -1.7711, -3.9873)
H (3.8084, -1.1791, -5.5382)
H (5.6923, -1.6515, -4.0233)
H (5.0243, -0.5753, -2.7965)
H (5.9474, 0.2328, -5.5873)
H (7.0661, 0.9270, -2.8302)
H (7.8075, -0.1737, -3.9928)
H (7.6661, 1.5451, -4.3699)
H (5.3478, 2.5292, -4.9241)
H (4.7958, 1.9532, -3.3480)
H (2.8711, 2.2500, -4.9067)
H (3.6366, 1.1489, -6.0610)
H (-0.6712, 2.7703, -2.9527)
H (-0.4673, 1.2699, -3.8789)
H (-2.0448, 1.6692, -3.1684)
H (-4.9384, 0.0987, 4.4141)
H (-6.1764, -1.9285, 3.8985)

Atom-resolved charges from Löwdin, all expressed in e: atom 1 (C): -0.0555, atom 2 (C): -0.2891, atom 3 (C): -0.0437, atom 4 (C): -0.0031, atom 5 (C): -0.2689, atom 6 (O): -0.0625, atom 7 (C): -0.1014, atom 8 (C): -0.4688, atom 9 (O): 0.0675, atom 10 (N): 0.1447, atom 11 (C): -0.2108, atom 12 (C): -0.0128, atom 13 (C): -0.0050, atom 14 (C): -0.1725, atom 15 (C): -0.2233, atom 16 (C): 0.0501, atom 17 (N): 0.1669, atom 18 (C): -0.3068, atom 19 (C): -0.0961, atom 20 (C): -0.1877, atom 21 (N): -0.1801, atom 22 (C): -0.1816, atom 23 (C): -0.1537, atom 24 (C): -0.3961, atom 25 (C): -0.0760, atom 26 (C): -0.1558, atom 27 (C): -0.1926, atom 28 (N): -0.0298, atom 29 (C): -0.0130, atom 30 (C): -0.0063, atom 31 (C): -0.0353, atom 32 (H): 0.0791, atom 33 (H): 0.0727, atom 34 (H): 0.0813, atom 35 (H): 0.1144, atom 36 (H): 0.1171, atom 37 (H): 0.1395, atom 38 (H): 0.1424, atom 39 (H): 0.1444, atom 40 (H): 0.0968, atom 41 (H): 0.1076, atom 42 (H): 0.1188, atom 43 (H): 0.1138, atom 44 (H): 0.1189, atom 45 (H): 0.1170, atom 46 (H): 0.1235, atom 47 (H): 0.1117, atom 48 (H): 0.1233, atom 49 (H): 0.1167, atom 50 (H): 0.1125, atom 51 (H): 0.1409, atom 52 (H): 0.0796, atom 53 (H): 0.0751, atom 54 (H): 0.0750, atom 55 (H): 0.1155, atom 56 (H): 0.1168, atom 57 (H): 0.1145, atom 58 (H): 0.1211, atom 59 (H): 0.1001, atom 60 (H): 0.0866, atom 61 (H): 0.0985, atom 62 (H): 0.1116, atom 63 (H): 0.1126

What are the HOMO-LUMO gap values for these records? In order: 8.8 8.2 8.7 8.6 eV.
What are the energy values for these records? In order: -43759.16173 -65426.07115 -34452.05590 -36501.08844 eV.